[1]
53
Properties=species:S:1:pos:R:3:forces:R:3 method="wB97M-V/def2-TZVPD" e_tot_ha=-1627.91423 gap_ev=8.81 smiles="COCCN(Cc1cc2cc(C)c(C)cc2nc1Cl)C(=O)N1CCOCC1" e_above_lowest_ev=2.117 lumo_energy_ev=0.2 multiplicity=1 max_force_ha_per_bohr=0.014
C 1.27712 1.16458 4.49543 -0.041 -0.040 0.023
O 1.71378 2.10988 3.55127 -0.046 0.202 -0.006
C 2.75392 1.66668 2.70657 0.128 -0.154 -0.254
C 2.30510 0.72624 1.57631 0.263 0.157 0.240
N 1.57456 1.40041 0.51790 -0.070 -0.109 0.088
C 0.23526 1.82701 0.86557 -0.139 0.190 0.027
C -0.78095 0.72347 0.75515 0.110 -0.314 -0.109
C -0.50396 -0.51103 0.22271 -0.202 0.279 0.188
C -1.50112 -1.50588 0.16395 -0.423 0.202 0.194
C -1.29183 -2.79044 -0.36818 -0.157 -0.199 -0.024
C -2.29501 -3.72507 -0.40001 0.370 0.186 -0.046
C -2.04486 -5.08522 -0.97255 -0.006 0.029 0.012
C -3.57716 -3.39727 0.11402 -0.135 0.354 0.171
C -4.67554 -4.41309 0.08302 0.016 0.020 0.002
C -3.80274 -2.14929 0.63639 0.041 -0.292 -0.116
C -2.78462 -1.18119 0.67455 0.634 -0.254 -0.290
N -3.04831 0.03516 1.19348 -0.117 0.538 0.225
C -2.10272 0.91907 1.22589 -0.223 -0.650 -0.156
Cl -2.52362 2.45112 1.89912 -0.036 0.440 0.162
C 2.33386 2.01820 -0.44335 -0.250 0.085 -0.132
O 3.55039 2.04430 -0.37809 0.354 0.037 0.061
N 1.63271 2.63780 -1.46816 0.133 0.178 0.012
C 0.59521 1.94162 -2.21149 -0.001 -0.303 -0.329
C 1.22148 1.14168 -3.36353 -0.291 -0.001 0.240
O 1.96944 1.96625 -4.22268 -0.070 0.047 -0.137
C 3.00257 2.62246 -3.51474 0.116 0.234 0.236
C 2.43574 3.45800 -2.36528 0.302 -0.044 -0.173
H 0.78248 0.30544 4.02689 -0.003 -0.001 0.027
H 2.11315 0.80127 5.10489 -0.019 -0.005 0.000
H 0.56075 1.67912 5.13313 -0.006 -0.100 0.040
H 3.52972 1.16319 3.30040 -0.010 0.032 -0.018
H 3.18070 2.56880 2.26275 0.059 -0.134 0.020
H 1.67143 -0.07083 1.97310 0.053 -0.042 -0.013
H 3.19974 0.28937 1.12917 -0.112 -0.060 0.110
H 0.24163 2.19628 1.89863 -0.032 0.002 -0.233
H -0.05570 2.66983 0.23321 0.034 -0.059 0.081
H 0.48432 -0.72987 -0.15860 0.126 0.044 -0.007
H -0.31264 -3.03287 -0.75788 0.101 -0.069 -0.054
H -2.71331 -5.27688 -1.81097 -0.026 -0.101 -0.071
H -2.22478 -5.85554 -0.22367 -0.004 -0.124 -0.002
H -1.01913 -5.17359 -1.32061 0.044 -0.045 -0.030
H -4.88230 -4.72316 -0.94058 -0.068 -0.085 -0.053
H -4.39281 -5.30133 0.64675 -0.046 -0.109 0.016
H -5.58615 -4.00494 0.51244 -0.070 -0.019 0.015
H -4.76876 -1.87679 1.03178 -0.133 0.027 0.050
H 0.03810 1.26254 -1.57130 -0.051 0.071 -0.018
H -0.08616 2.69413 -2.62275 -0.040 -0.105 0.046
H 0.44442 0.68154 -3.97686 0.023 -0.040 0.090
H 1.86849 0.35434 -2.94239 -0.064 0.014 -0.030
H 3.51564 3.25463 -4.24034 0.032 -0.016 0.073
H 3.70798 1.88479 -3.10603 -0.040 0.075 -0.047
H 3.24949 3.90188 -1.79282 -0.070 0.042 -0.096
H 1.78500 4.24318 -2.76158 0.064 -0.013 -0.010

---

[2]
121
Properties=species:S:1:pos:R:3:forces:R:3 method="wB97M-V/def2-TZVPD" e_tot_ha=-8886.06211 gap_ev=5.97 e_above_lowest_ev=0.159 charge=-1 lumo_energy_ev=1.8 multiplicity=1 max_force_ha_per_bohr=0.011
Na -1.35908 -1.01429 -0.74034 0.458 -0.328 0.119
C -5.89006 0.97879 2.73948 -0.032 0.028 -0.005
C -5.69418 -0.52385 2.89776 -0.019 -0.028 0.070
N -4.30525 -0.92542 2.83953 -0.043 0.042 -0.063
C -3.63708 -1.14442 1.65971 -0.076 -0.201 0.038
S -2.09955 -1.90188 1.79710 -0.072 0.055 0.042
N -4.31006 -0.74001 0.59330 0.043 0.047 -0.029
N -3.68461 -0.98729 -0.59037 -0.292 0.075 0.109
C -4.25005 -0.52325 -1.64309 -0.033 0.042 -0.111
C -5.50805 0.29594 -1.65188 -0.030 -0.014 0.043
C -3.57222 -0.77359 -2.93889 -0.067 0.029 -0.018
C -4.21205 -0.49680 -4.14981 0.044 -0.017 0.018
C -3.54652 -0.73881 -5.33823 -0.016 0.006 0.001
C -2.26283 -1.25547 -5.29996 0.042 -0.012 0.000
C -1.70236 -1.49544 -4.05284 0.034 -0.004 -0.045
N -2.32620 -1.25854 -2.91198 -0.148 0.007 -0.059
H -6.95306 1.23291 2.74634 -0.013 0.008 -0.001
H -5.45620 1.31120 1.79686 0.007 -0.029 -0.002
H -5.40513 1.51382 3.55668 0.033 0.035 0.034
H -6.26002 -1.04731 2.12249 0.025 0.008 -0.009
H -6.08432 -0.84391 3.86849 0.005 0.006 -0.023
H -3.87952 -1.35890 3.63861 0.034 0.030 -0.001
H -5.85436 0.43487 -0.63213 0.012 0.003 -0.010
H -6.30035 -0.18867 -2.22908 -0.011 -0.013 0.011
H -5.31206 1.26963 -2.10827 0.011 0.014 0.000
H -5.21184 -0.08958 -4.15767 -0.010 0.008 -0.007
H -4.02601 -0.52054 -6.28490 -0.001 -0.003 0.000
H -1.70106 -1.45426 -6.20246 -0.001 -0.006 -0.006
H -0.69413 -1.88688 -3.95889 0.024 0.000 -0.008
Se -0.15538 6.13697 -2.60617 0.004 0.037 0.023
P -0.96246 5.29282 -0.84217 0.043 -0.106 -0.001
C -2.66991 5.82173 -0.48412 -0.014 0.073 -0.103
C -3.69596 4.94827 -0.14802 0.023 -0.004 0.079
C -4.94936 5.44756 0.18609 -0.003 -0.031 0.006
C -5.18290 6.81238 0.18162 0.007 0.030 -0.001
C -4.15864 7.68850 -0.15915 -0.043 0.001 0.025
C -2.90956 7.19523 -0.48950 0.017 0.002 -0.041
C -0.11549 5.90999 0.65493 0.014 0.010 -0.028
C 1.13342 6.51280 0.54889 -0.045 -0.053 -0.054
C 1.74875 7.04558 1.66860 0.008 0.037 0.059
C 1.10401 7.01264 2.89736 0.020 0.025 0.006
C -0.15578 6.44274 3.00370 0.011 -0.047 0.009
C -0.76238 5.88865 1.88726 -0.062 -0.067 0.050
C -1.03509 3.49840 -0.86828 -0.068 -0.069 0.068
C -0.44247 2.37996 -0.26197 0.062 0.056 -0.031
N -1.05332 1.29731 -0.77781 0.117 0.213 0.020
N -1.96074 1.71411 -1.64737 0.119 -0.048 -0.178
N -1.95588 3.02236 -1.73475 -0.121 0.135 0.068
P 0.77141 2.16033 1.04090 -0.012 -0.041 -0.075
Se 1.55254 0.23538 1.38361 0.008 0.010 -0.024
C 2.12321 3.29943 0.58674 -0.008 -0.014 0.028
C 3.13237 3.61024 1.49718 -0.005 0.005 0.026
C 4.19750 4.40919 1.12158 0.016 -0.005 0.006
C 4.29380 4.87614 -0.18351 0.041 -0.011 0.001
C 3.32460 4.52775 -1.10793 0.050 0.011 -0.038
C 2.24521 3.74409 -0.72660 -0.061 0.000 0.034
C -0.13576 2.72610 2.51623 0.055 0.076 0.001
C 0.50924 3.08505 3.69705 -0.001 -0.007 -0.015
C -0.22303 3.43921 4.81655 -0.008 0.038 0.005
C -1.61077 3.42540 4.77408 -0.001 -0.011 0.026
C -2.25874 3.02823 3.61553 0.002 -0.020 0.018
C -1.52659 2.67134 2.49299 -0.025 0.002 -0.013
H -3.52431 3.88213 -0.15305 -0.010 -0.024 -0.013
H -5.74171 4.75801 0.44801 -0.014 -0.003 -0.002
H -6.16147 7.19671 0.44038 -0.013 0.004 0.002
H -4.33483 8.75666 -0.16620 -0.005 0.007 -0.003
H -2.11091 7.87583 -0.76135 0.014 -0.019 -0.019
H 1.60555 6.56569 -0.42241 0.008 0.017 -0.010
H 2.72842 7.49724 1.57870 0.010 0.006 -0.007
H 1.57868 7.44318 3.77072 0.007 -0.007 0.008
H -0.66689 6.41543 3.95658 -0.011 0.004 0.017
H -1.74473 5.44130 1.98360 0.037 0.040 -0.019
H 3.11001 3.20022 2.49619 -0.016 0.006 0.014
H 4.96253 4.65797 1.84655 0.006 -0.007 0.003
H 5.13021 5.49806 -0.47750 0.002 0.011 -0.004
H 3.38319 4.88340 -2.12846 -0.009 0.001 -0.012
H 1.48903 3.50412 -1.46042 -0.019 -0.013 -0.024
H 1.58696 3.08481 3.75643 0.014 -0.010 0.000
H 0.29120 3.72897 5.72466 0.002 -0.006 0.000
H -2.18337 3.70563 5.64954 -0.009 -0.003 0.005
H -3.33797 2.98348 3.57900 -0.066 -0.012 0.003
H -2.04510 2.34078 1.60121 0.013 0.003 0.026
C 7.77713 -11.67692 0.15618 -0.018 -0.032 -0.001
O 8.12796 -10.33412 -0.10513 -0.002 0.065 -0.010
C 7.11220 -9.44110 -0.27093 0.069 -0.001 -0.001
C 7.49425 -8.12282 -0.50972 -0.040 -0.035 0.006
C 6.53397 -7.14824 -0.68824 -0.010 -0.029 -0.001
C 5.17442 -7.46000 -0.63548 0.001 0.002 0.004
C 4.80878 -8.77837 -0.39645 0.022 -0.006 0.002
C 5.76269 -9.76850 -0.21411 -0.004 0.001 0.001
C 4.12381 -6.45289 -0.81107 0.061 -0.001 0.008
N 2.83925 -6.68684 -0.69789 0.018 0.047 -0.019
C 2.22942 -5.47586 -0.92793 0.012 0.014 -0.011
C 3.16308 -4.50312 -1.18498 0.012 0.028 -0.031
N 4.38099 -5.14119 -1.11139 -0.137 -0.050 0.043
C 2.83690 -3.13940 -1.46845 -0.010 -0.051 0.021
C 3.76344 -2.12484 -1.74141 -0.015 0.026 -0.015
C 3.30761 -0.85684 -1.99409 -0.026 -0.022 0.026
C 1.92701 -0.62597 -1.96322 0.032 0.067 -0.034
N 1.04024 -1.56434 -1.71861 -0.082 -0.031 -0.020
C 1.46902 -2.81019 -1.46745 -0.012 -0.050 0.006
C 0.45440 -3.83401 -1.17502 0.094 0.051 -0.049
N -0.82202 -3.43156 -1.15798 0.041 -0.023 0.056
C -1.75981 -4.30759 -0.87596 -0.004 -0.043 0.032
C -1.48814 -5.65730 -0.61529 -0.004 -0.007 -0.001
C -0.18407 -6.08705 -0.63151 -0.011 0.022 -0.010
C 0.82787 -5.16162 -0.91141 0.001 0.008 0.009
H 8.71353 -12.21811 0.26331 -0.014 -0.002 0.002
H 7.20330 -12.10651 -0.66999 0.009 -0.002 0.016
H 7.19965 -11.76465 1.08072 0.009 -0.008 -0.010
H 8.54805 -7.88402 -0.54659 0.020 -0.004 -0.001
H 6.86467 -6.13237 -0.86419 0.000 0.023 -0.003
H 3.75641 -9.02115 -0.35187 -0.020 0.005 0.002
H 5.44019 -10.78221 -0.02806 0.001 -0.008 -0.001
H 5.28379 -4.71942 -1.22287 0.012 -0.001 -0.013
H 4.82664 -2.33680 -1.74502 0.009 -0.005 0.003
H 3.98639 -0.03837 -2.18553 0.018 0.016 -0.011
H 1.53319 0.36952 -2.13345 -0.012 0.026 0.002
H -2.77040 -3.91845 -0.82875 -0.026 0.002 -0.007
H -2.29995 -6.33507 -0.38767 0.005 0.003 0.003
H 0.08206 -7.11529 -0.42376 0.006 -0.006 0.005